The following is a DFT calculation (ωB97M-V/def2-TZVPD) of the molecule C8H9NS2 in a non-equilibrium geometry.

**SMILES**: C=C1Sc2ccsc2N1CC
**HOMO-LUMO gap**: 7.865 eV
**Relative energy (zero: lowest compared OMol25 entry of this formula, charge and spin)**: 3.001 eV
**Highest occupied orbital energy**: -7.09 eV
**2S+1**: 1

Positions of all 20 atoms, in Å:
C1 1.501 -2.678 -1.105
C2 1.445 -3.216 0.114
C3 0.714 -1.457 -1.208
C4 0.343 -0.980 0.015
C5 -0.465 0.805 -1.497
C6 -1.198 1.877 -1.698
C7 -0.048 1.960 1.711
C8 -0.977 0.755 1.223
N1 -0.544 0.103 0.067
S1 0.672 -2.085 1.263
S2 0.358 -0.339 -2.480
H1 1.816 -3.281 -1.921
H2 1.788 -4.064 0.556
H3 -1.213 2.346 -2.645
H4 -1.708 2.571 -0.927
H5 0.239 2.411 0.740
H6 -0.654 2.701 2.252
H7 0.792 1.514 2.388
H8 -0.912 0.012 1.973
H9 -1.949 1.044 1.179

The following is a DFT calculation (ωB97M-V/def2-TZVPD) of a structure of composition C8H9O3 in a non-equilibrium geometry.

**HOMO-LUMO gap**: 8.670 eV
**Total charge**: +1
**Relative energy (zero: lowest compared OMol25 entry of this formula, charge and spin)**: 0.000 eV
**Highest occupied orbital energy**: -14.49 eV
**2S+1**: 1

Positions of all 20 atoms, in Å:
C1 2.175 1.471 -1.313
C2 -1.156 -0.580 -1.146
C3 -0.953 -1.082 0.370
C4 1.907 1.722 0.971
C5 1.145 0.416 -0.899
C6 -0.295 0.631 -1.202
C7 -0.196 -0.087 1.158
C8 0.859 0.810 0.448
O1 2.508 1.585 -2.419
O2 2.664 2.037 -0.190
O3 -0.424 1.414 -0.015
H1 -0.867 -1.273 -1.894
H2 -2.157 -0.406 -1.326
H3 -1.962 -1.208 0.777
H4 -0.478 -2.091 0.568
H5 1.546 2.687 1.397
H6 2.625 1.435 1.885
H7 1.559 -0.549 -0.942
H8 -0.498 1.293 -2.147
H9 -0.337 0.255 2.223

The following is a DFT calculation (ωB97M-V/def2-TZVPD) of a cluster of 2 separate species, C8H9O4S2 in total in a non-equilibrium geometry.

**HOMO-LUMO gap**: 4.933 eV
**Total charge**: -1
**Relative energy (zero: lowest compared OMol25 entry of this formula, charge and spin)**: 0.000 eV
**Highest occupied orbital energy**: -3.37 eV
**2S+1**: 1

Positions of all 23 atoms, in Å:
C1 0.858 0.979 -3.456
C2 1.836 0.561 -2.365
C3 2.729 -0.587 -2.809
O1 1.119 0.177 -1.170
C4 1.831 0.291 -0.020
S1 1.151 -0.347 1.379
S2 3.331 1.039 0.097
H1 1.383 1.233 -4.377
H2 0.167 0.169 -3.677
H3 0.265 1.843 -3.158
H4 2.450 1.438 -2.102
H5 3.270 -0.351 -3.725
H6 3.449 -0.848 -2.033
H7 2.119 -1.469 -2.990
C5 -1.983 -0.031 3.445
C6 -2.402 -1.098 2.780
C7 -3.829 -1.257 3.059
O2 -4.509 -2.143 2.595
O3 -4.222 -0.259 3.901
C8 -3.132 0.518 4.164
O4 -3.078 1.502 4.865
H8 -0.985 0.380 3.458
H9 -1.818 -1.740 2.139

The following is a DFT calculation (ωB97M-V/def2-TZVPD) of a structure of composition C8H9O6PSm in a non-equilibrium geometry.

**<S²>**: 8.76
**HOMO-LUMO gap (alpha / beta)**: 6.945 / 7.144 eV
**Total charge**: +3
**Relative energy (zero: lowest compared OMol25 entry of this formula, charge and spin)**: 8.010 eV
**Highest occupied orbital energy (alpha / beta)**: -21.92 / -21.94 eV
**2S+1**: 6

Positions of all 25 atoms, in Å:
O1 -0.240 3.146 -1.906
C1 -0.233 1.962 -1.961
Sm1 -0.235 -0.222 -1.540
O2 -0.242 -0.223 -5.204
C2 -0.242 -0.224 -4.044
C3 -0.243 -2.427 -1.970
O3 -0.243 -3.583 -1.904
C4 -2.443 -0.221 -1.968
O4 -3.601 -0.220 -1.904
C5 1.939 -0.217 -1.961
O5 3.124 -0.227 -1.906
C6 -0.196 -0.214 3.056
P1 0.390 0.376 1.496
C7 1.819 -0.897 1.356
C8 -0.877 1.813 1.368
O6 -0.448 -0.452 0.512
H1 -0.622 0.630 3.649
H2 0.648 -0.649 3.643
H3 -0.941 -0.952 2.862
H4 1.349 -1.842 1.586
H5 2.304 -0.950 0.385
H6 2.606 -0.648 2.171
H7 -0.620 2.594 2.186
H8 -0.930 2.303 0.399
H9 -1.823 1.347 1.599

- 2S+1 of number 1 (C8H9NS2)?
  1

- Which value of 2S+1 does entry 4 give?
  6